A structure of composition C19H22N2O3S, computed with ωB97M-V with the def2-TZVPD basis set.

```
47
Properties=species:S:1:pos:R:3:forces:R:3:nbo_charge:R:1
O 6.3784 1.7148 -0.4843 -2.3490 6.8047 2.5138 -0.501
H 5.7443 -0.6859 0.0455 0.2062 0.4994 1.2124 0.200
H 0.5294 -1.2163 1.8868 -0.1156 1.0787 2.2364 0.403
C 6.2376 0.7039 -1.3084 1.7122 7.1517 -7.6358 -0.122
H 2.1234 -0.1266 -0.3916 -11.2673 5.3136 -0.7699 0.158
N 3.9333 0.3474 -0.7363 3.1986 -6.1673 -4.7670 -0.448
H 5.8879 1.1774 -2.3191 0.6497 -1.3467 0.8967 0.148
C -6.9236 -0.0147 -2.1359 -1.0209 3.1042 4.1310 -0.218
C 5.0493 2.4010 -0.4536 5.3416 -4.5323 13.8758 -0.034
H 5.1201 3.2310 0.4771 0.1138 -2.1260 -2.5112 0.158
H 4.5787 2.8205 -1.1066 -4.0134 4.3927 -9.0034 0.145
H 1.8689 -3.2355 0.3199 -1.3395 -8.3312 -9.4535 0.160
H 2.9807 -1.6061 -1.1777 -0.6691 3.5757 1.1982 0.114
C -7.6907 0.7474 -1.1824 -0.0428 1.6015 0.4410 -0.190
H 4.0685 -2.0552 1.0096 -1.3789 1.8612 -0.8756 0.204
C -3.9455 1.3161 1.7828 1.5885 -0.3395 5.0993 -0.065
O -0.0065 -2.6612 -0.7356 0.9023 -5.0641 -6.1077 -0.587
C -0.0883 -1.9553 0.1443 -3.6385 7.3421 6.4767 0.704
H -5.1033 -0.7351 -2.5869 1.2237 -0.3913 -0.1312 0.222
C 4.1344 1.1947 0.1635 -3.8740 14.4114 -1.0246 -0.196
C -5.5691 -0.1973 -1.7931 -5.6783 -3.6947 -10.9080 -0.171
C 3.0643 -1.4436 0.8540 2.3119 -2.1355 2.4636 -0.441
H 4.4943 1.2578 1.0284 3.3880 -2.0723 7.6026 0.171
H 1.9904 -3.1827 2.2077 0.6856 1.1447 -4.0927 0.173
C -1.4395 -1.0042 0.2676 1.9510 -2.8375 1.1836 -0.305
C -7.0723 1.3825 0.0693 -1.6609 -3.3221 -1.3814 -0.254
H -3.6942 2.4113 1.5836 0.4227 -1.5387 -0.1408 0.188
C 1.9693 -2.6476 0.9723 2.1475 11.9303 15.4484 -0.091
H -7.3791 -0.3064 -3.0373 -0.2268 -0.5208 -0.9151 0.223
H -3.6968 1.0668 3.0029 -0.0829 1.1397 -2.9982 0.166
C -3.1326 0.2069 1.0560 -7.5601 3.6484 -3.4814 -0.084
O -5.3323 1.2223 1.8324 -0.3763 -1.9408 -5.7523 -0.536
H -7.8316 1.7952 1.0015 2.8884 -1.0105 -3.0505 0.278
S -2.5031 -1.4451 -0.9604 -2.4179 3.1834 0.9041 0.461
H -8.7762 1.0388 -1.3835 1.5868 -0.7152 0.1794 0.215
N 0.8110 -1.7379 1.1348 -0.8530 -3.3905 -4.1469 -0.648
C -1.9720 -0.3071 1.3670 6.3573 -1.9564 -0.9168 -0.278
H 3.0061 -0.7351 1.7169 -0.1950 -1.2074 0.2778 0.191
C -3.7009 -0.1456 -0.2244 3.0167 -2.8713 0.9483 -0.101
H 5.2600 -1.1123 -1.3944 0.2975 -0.8343 -1.8369 0.230
C -5.7728 0.8564 0.1651 -3.9502 3.8025 6.4981 0.343
H 3.1374 1.8977 0.4283 1.3415 -1.6596 -0.7809 0.128
H 7.1783 0.4831 -1.3350 5.7240 -2.8460 -1.5304 0.216
H -1.2345 -0.0930 2.1613 -1.1628 0.2046 -0.0366 0.220
C -5.0691 0.0934 -0.7184 6.6642 2.9773 9.9593 -0.225
C 5.4616 -0.2161 -0.8778 -10.0637 -8.8206 3.5524 -0.245
C 2.9264 -0.5006 -0.3358 10.2170 -13.4951 -2.8500 -0.084
```
Forces are in eV/Å.

Total charge: 0
Spin multiplicity: 1
Electronic energy: -1469.938270 a.u.

=====

An isolated molecule of C19H22N2O3S2, computed with ωB97M-V with the def2-TZVPD basis set.

```
48
Properties=species:S:1:pos:R:3:forces:R:3:nbo_charge:R:1
H -2.4044 0.0433 2.0959 0.1005 -0.0404 -0.1361 0.250
H -1.9272 -5.6417 1.9112 -0.0030 0.0109 0.0141 0.183
O -2.1779 -2.7191 3.7653 -0.1802 0.1462 0.3683 -0.632
H 3.2247 7.5488 -0.0266 -0.0600 -0.0799 0.0290 0.205
C -1.6481 -2.6206 2.6742 0.4601 0.4141 0.0541 0.686
N -0.7534 0.6696 1.0124 -0.1586 -0.1230 0.0543 -0.459
C 2.6681 3.9393 -1.3556 -0.0315 0.0809 0.0861 -0.306
H -1.9813 -3.6532 -1.6395 0.0059 0.0567 -0.0468 0.215
O 3.6876 6.1439 -1.3710 0.1631 -0.0795 -0.2415 -0.487
C 2.5735 2.6733 -1.9448 0.5296 0.4347 -0.4034 0.008
C 0.0496 0.4514 -0.0896 0.1023 -0.4584 -0.4424 0.667
C 1.6975 1.6469 -1.4484 -0.7602 -0.5549 0.6265 -0.129
H -4.1058 -4.8802 -1.0646 0.0221 -0.0757 -0.0486 0.210
C -2.5625 -4.7549 2.0210 -0.4357 -0.0466 0.3166 -0.227
C -3.7520 -4.8489 1.0684 0.2534 -0.1983 -0.0671 -0.405
H 4.8239 3.1089 -4.4420 0.0534 -0.0107 -0.0709 0.220
H 0.1082 -1.6831 1.8111 -0.0206 0.0360 -0.0366 0.222
S 0.5013 2.8975 0.7746 -0.1615 -0.0705 0.1766 0.376
H -0.5311 -0.9269 3.2833 -0.0311 -0.0868 -0.0678 0.246
C 4.2186 3.3375 -3.5780 0.0555 0.1752 0.0296 -0.190
H 4.9727 5.3409 -3.3800 0.0813 0.0916 -0.0481 0.228
H -0.6359 -2.6949 0.1821 0.0122 -0.0337 0.0992 0.239
H -2.8959 -4.6797 3.0569 0.1074 -0.0850 -0.1473 0.251
H -0.6169 -4.4626 0.2561 0.0275 0.0656 -0.0195 0.187
S -1.4871 2.3567 2.9413 0.1236 0.1429 -0.0169 -0.041
H 1.8584 6.4871 -0.4476 0.0272 -0.0096 0.0012 0.180
N -1.7689 -3.5754 1.7288 -0.0923 -0.4647 -0.1582 -0.439
H 1.7082 0.7132 -2.0017 -0.0358 -0.0426 0.0207 0.239
O 0.0656 -0.5958 -0.7009 -0.0469 0.0436 0.0841 -0.585
C -1.6062 -0.3985 1.4967 -0.1318 -0.3996 0.0198 -0.221
C 3.3603 2.3836 -3.0655 -0.2711 -0.0731 0.2926 -0.223
C 0.8508 1.6423 -0.3962 0.6275 0.4689 -0.5020 -0.312
H -4.4038 -3.9874 1.2260 -0.0584 0.0185 0.0520 0.203
C -0.8034 -1.3954 2.3358 -0.1309 -0.0382 0.0939 -0.503
C -3.2594 -4.8646 -0.3759 -0.2028 0.2600 0.0480 -0.399
C 2.9326 6.5227 -0.2425 -0.1219 0.0607 0.1800 -0.255
C 4.3088 4.5846 -2.9931 -0.1123 0.0569 0.1676 -0.233
H -4.3221 -5.7521 1.2892 -0.0615 -0.0001 0.0395 0.212
H -2.6678 -5.7666 -0.5495 0.0124 -0.0723 -0.0453 0.194
H -2.0296 -0.8878 0.6164 0.0053 0.0659 0.0797 0.222
C -0.6589 1.8789 1.6240 -0.0002 0.3914 0.1657 -0.086
C 3.5297 4.8949 -1.8727 0.0783 -0.1437 -0.1749 0.317
H 3.1587 5.8918 0.6224 -0.0064 0.0061 -0.0264 0.180
C -2.3958 -3.6333 -0.6310 0.1960 -0.2546 0.0169 -0.403
H 2.0617 4.1638 -0.4948 0.0573 0.1705 0.0180 0.212
H 3.2927 1.4097 -3.5258 -0.0256 -0.1102 -0.0316 0.215
C -1.2470 -3.5721 0.3799 0.0227 0.2659 -0.3804 -0.228
H -3.0109 -2.7358 -0.5359 0.0156 0.0889 -0.0223 0.195
```
Forces are in eV/Å.

Total charge: 0
Spin multiplicity: 1
Electronic energy: -1868.856316 a.u.
SMILES string: COc1cccc(/C=C2\SC(=S)N(CCC(=O)N3CCCCC3)C2=O)c1